1.
{
  "formula": "C57H54CoN5O4SeTe",
  "method": "wB97M-V/def2-TZVPD",
  "elements": ["Co", "Se", "N", "C", "C", "C", "C", "C", "N", "C", "C", "N", "C", "C", "C", "C", "C", "N", "H", "H", "H", "H", "H", "H", "C", "C", "C", "O", "C", "C", "O", "C", "O", "C", "C", "C", "C", "C", "C", "C", "C", "C", "C", "C", "C", "C", "O", "C", "C", "C", "C", "C", "C", "C", "C", "C", "C", "C", "C", "H", "H", "H", "H", "H", "H", "H", "H", "H", "H", "H", "H", "H", "H", "H", "H", "H", "H", "H", "H", "H", "H", "H", "H", "H", "H", "H", "H", "C", "C", "C", "C", "C", "N", "H", "H", "H", "H", "H", "H", "H", "H", "H", "C", "C", "C", "C", "C", "C", "Te", "C", "C", "C", "H", "H", "H", "H", "H", "H", "H", "H", "H", "H", "H"],
  "xyz": [[-0.502, 0.658, 0.783], [-4.958, 0.569, 7.100], [-3.236, 0.924, 6.777], [-3.064, 0.816, 5.482], [-1.784, 1.004, 4.838], [-0.625, 1.287, 5.562], [0.560, 1.446, 4.886], [0.558, 1.316, 3.497], [-0.520, 1.032, 2.791], [-1.699, 0.877, 3.435], [-2.875, 0.548, 2.658], [-2.724, 0.400, 1.332], [-3.749, 0.034, 0.599], [-5.021, -0.202, 1.124], [-5.205, -0.040, 2.475], [-4.126, 0.341, 3.274], [-4.230, 0.478, 4.706], [-5.342, 0.295, 5.376], [-0.688, 1.365, 6.639], [1.482, 1.674, 5.401], [1.482, 1.426, 2.935], [-3.551, -0.090, -0.460], [-5.828, -0.521, 0.480], [-6.160, -0.228, 2.949], [-0.893, -4.994, -2.947], [0.159, -3.969, -2.531], [1.525, -4.311, -3.122], [0.224, -3.928, -1.123], [0.233, -2.553, -0.712], [-0.606, -1.905, -1.822], [-0.222, -2.679, -2.964], [-0.549, -0.380, -2.125], [-1.010, 0.299, -1.029], [-1.589, -0.201, -3.273], [-1.311, -0.569, -4.588], [-2.286, -0.464, -5.568], [-3.550, 0.020, -5.257], [-3.822, 0.423, -3.959], [-2.845, 0.314, -2.978], [0.752, 0.185, -2.718], [1.868, -0.547, -3.100], [2.954, 0.074, -3.703], [2.938, 1.436, -3.950], [1.818, 2.174, -3.593], [0.743, 1.553, -2.980], [-0.194, -2.387, 0.776], [0.094, -1.091, 1.162], [0.653, -3.361, 1.639], [1.543, -2.858, 2.578], [2.211, -3.707, 3.452], [1.999, -5.075, 3.397], [1.123, -5.589, 2.449], [0.452, -4.741, 1.583], [-1.638, -2.795, 1.113], [-2.090, -2.491, 2.396], [-3.342, -2.892, 2.828], [-4.187, -3.591, 1.974], [-3.738, -3.923, 0.707], [-2.464, -3.552, 0.291], [-0.742, -5.922, -2.394], [-0.822, -5.185, -4.018], [-1.885, -4.600, -2.727], [1.754, -5.361, -2.942], [2.295, -3.702, -2.648], [1.519, -4.109, -4.194], [1.252, -2.155, -0.751], [-1.664, -2.085, -1.591], [-0.329, -0.945, -4.839], [-2.058, -0.763, -6.585], [-4.314, 0.086, -6.023], [-4.799, 0.821, -3.709], [-3.027, 0.639, -1.963], [1.889, -1.615, -2.952], [3.825, -0.512, -3.974], [3.791, 1.919, -4.411], [1.785, 3.240, -3.794], [-0.134, 2.122, -2.691], [1.701, -1.789, 2.628], [2.891, -3.291, 4.186], [2.507, -5.739, 4.087], [0.946, -6.657, 2.396], [-0.239, -5.149, 0.860], [-1.426, -1.960, 3.067], [-3.667, -2.662, 3.837], [-5.174, -3.890, 2.307], [-4.375, -4.490, 0.038], [-2.106, -3.887, -0.671], [-0.334, 5.590, -0.467], [-1.566, 4.810, 0.013], [-2.108, 5.406, 1.320], [-2.660, 4.808, -1.065], [-1.165, 3.428, 0.268], [-0.846, 2.350, 0.478], [-0.604, 6.630, -0.658], [0.058, 5.154, -1.386], [0.453, 5.563, 0.286], [-2.435, 6.432, 1.149], [-1.338, 5.408, 2.092], [-2.957, 4.825, 1.684], [-2.983, 5.831, -1.264], [-3.521, 4.227, -0.734], [-2.287, 4.371, -1.991], [7.693, 3.705, -1.151], [6.464, 2.926, -0.756], [5.265, 3.555, -0.451], [4.139, 2.836, -0.063], [2.892, 3.599, 0.299], [4.178, 1.432, 0.023], [2.431, 0.305, 0.659], [5.388, 0.794, -0.291], [5.560, -0.704, -0.224], [6.502, 1.542, -0.668], [7.472, 4.769, -1.237], [8.086, 3.355, -2.108], [8.485, 3.581, -0.407], [5.207, 4.639, -0.511], [2.987, 4.653, 0.021], [2.710, 3.538, 1.377], [2.021, 3.176, -0.200], [4.601, -1.204, -0.107], [6.190, -0.975, 0.628], [6.049, -1.074, -1.129], [7.430, 1.022, -0.899]],
  "lowdin_charge": [0.33, 1.07, -0.23, -0.34, -0.09, 0.00, -0.02, -0.11, 0.08, -0.11, -0.14, 0.14, -0.07, -0.02, 0.00, -0.10, -0.34, -0.23, 0.11, 0.11, 0.00, 0.09, 0.11, 0.12, 0.01, -0.59, 0.01, -0.04, -0.14, -0.14, -0.03, -0.41, -0.24, -0.12, -0.02, -0.09, -0.12, -0.10, -0.03, -0.16, -0.04, -0.08, -0.10, -0.09, -0.04, -0.40, -0.40, -0.12, -0.03, -0.09, -0.12, -0.09, -0.03, -0.11, -0.02, -0.09, -0.11, -0.08, -0.02, 0.09, 0.08, 0.08, 0.09, 0.08, 0.09, 0.12, 0.15, 0.12, 0.09, 0.09, 0.09, 0.08, 0.09, 0.10, 0.09, 0.09, 0.11, 0.05, 0.09, 0.09, 0.09, 0.11, 0.12, 0.10, 0.09, 0.10, 0.09, -0.03, -0.58, -0.04, -0.03, -0.04, 0.16, 0.09, 0.09, 0.08, 0.09, 0.09, 0.09, 0.09, 0.09, 0.09, -0.07, -0.30, -0.04, -0.33, -0.12, -0.48, 1.10, -0.33, -0.11, -0.05, 0.06, 0.07, 0.07, 0.10, 0.06, 0.07, 0.03, -0.01, 0.08, 0.07, 0.11],
  "fmax_ev_per_a": 2.72,
  "spin_multiplicity": 2,
  "total_charge": -1,
  "s_squared": 0.758,
  "orbital_gap_ha": [0.140, 0.141]
}


2.
{
  "formula": "C57H55F8O2P",
  "method": "wB97M-V/def2-TZVPD",
  "elements": ["C", "C", "C", "P", "C", "C", "C", "C", "C", "C", "O", "O", "H", "H", "H", "H", "H", "H", "H", "H", "H", "H", "H", "H", "H", "H", "H", "F", "C", "C", "C", "C", "C", "C", "H", "H", "H", "H", "H", "F", "C", "C", "C", "C", "C", "C", "H", "H", "H", "H", "H", "F", "C", "C", "C", "C", "C", "C", "H", "H", "H", "H", "H", "F", "C", "C", "C", "C", "C", "C", "H", "H", "H", "H", "H", "F", "C", "C", "C", "C", "C", "C", "H", "H", "H", "H", "H", "F", "C", "C", "C", "C", "C", "C", "H", "H", "H", "H", "H", "F", "C", "C", "C", "C", "C", "C", "H", "H", "H", "H", "H", "F", "C", "C", "C", "C", "C", "C", "H", "H", "H", "H", "H"],
  "xyz": [[-3.333, 3.005, 2.865], [-2.266, 3.791, 2.625], [-1.126, 4.054, 3.570], [-0.361, 2.596, 4.489], [-0.951, 2.603, 6.268], [-0.988, 1.004, 3.804], [-0.428, 0.747, 2.388], [-1.577, 5.237, 4.468], [-0.229, 5.776, 5.012], [0.739, 5.241, 3.938], [1.898, 5.240, 3.927], [0.009, 4.663, 2.908], [-4.014, 3.156, 3.703], [-3.595, 2.204, 2.178], [-2.231, 4.325, 1.671], [-1.823, 1.942, 6.316], [-0.171, 2.163, 6.882], [-1.246, 3.589, 6.605], [-2.072, 0.890, 3.886], [-0.557, 0.238, 4.455], [0.451, 0.114, 2.486], [-0.169, 1.658, 1.850], [-1.158, 0.180, 1.801], [-2.254, 4.889, 5.248], [-2.055, 6.063, 3.946], [0.093, 5.334, 5.954], [-0.210, 6.860, 5.058], [-3.197, -0.248, 1.165], [-3.399, -1.176, 0.204], [-2.574, -1.183, -0.902], [-2.779, -2.134, -1.891], [-3.808, -3.058, -1.765], [-4.631, -3.033, -0.645], [-4.424, -2.088, 0.352], [-1.782, -0.449, -0.987], [-2.135, -2.155, -2.761], [-3.968, -3.793, -2.535], [-5.435, -3.750, -0.548], [-5.049, -2.057, 1.235], [-2.823, -4.600, -4.132], [-1.508, -4.896, -4.211], [-0.795, -5.098, -3.046], [0.555, -5.406, -3.129], [1.173, -5.498, -4.370], [0.439, -5.287, -5.530], [-0.913, -4.989, -5.453], [-1.294, -5.013, -2.089], [1.126, -5.574, -2.225], [2.226, -5.734, -4.433], [0.920, -5.354, -6.496], [-1.503, -4.829, -6.346], [-0.913, 6.077, -3.845], [-0.439, 5.887, -2.597], [-0.848, 4.777, -1.883], [-0.354, 4.582, -0.600], [0.528, 5.499, -0.045], [0.925, 6.610, -0.777], [0.443, 6.806, -2.064], [-1.543, 4.077, -2.330], [-0.659, 3.713, -0.032], [0.906, 5.344, 0.953], [1.610, 7.328, -0.344], [0.746, 7.662, -2.653], [0.031, 4.669, 8.349], [1.117, 5.076, 9.042], [0.943, 5.806, 10.200], [2.063, 6.217, 10.909], [3.334, 5.902, 10.446], [3.487, 5.171, 9.276], [2.371, 4.749, 8.568], [-0.056, 6.047, 10.539], [1.943, 6.784, 11.822], [4.205, 6.228, 10.999], [4.477, 4.929, 8.912], [2.470, 4.170, 7.658], [1.874, -0.446, 6.674], [2.917, 0.210, 6.122], [4.113, -0.455, 5.943], [5.180, 0.224, 5.371], [5.040, 1.554, 4.996], [3.829, 2.207, 5.189], [2.758, 1.530, 5.751], [4.204, -1.489, 6.249], [6.122, -0.287, 5.218], [5.875, 2.081, 4.553], [3.717, 3.245, 4.900], [1.807, 2.019, 5.899], [-4.416, -0.440, -4.831], [-4.696, 0.707, -4.185], [-4.537, 1.909, -4.847], [-4.830, 3.090, -4.179], [-5.266, 3.056, -2.861], [-5.416, 1.838, -2.210], [-5.134, 0.654, -2.877], [-4.188, 1.916, -5.871], [-4.716, 4.039, -4.688], [-5.490, 3.979, -2.342], [-5.751, 1.809, -1.182], [-5.252, -0.305, -2.388], [0.127, -4.205, -8.589], [-0.280, -5.059, -9.549], [-1.183, -4.623, -10.498], [-1.597, -5.503, -11.487], [-1.111, -6.804, -11.509], [-0.207, -7.225, -10.544], [0.218, -6.347, -9.558], [-1.555, -3.608, -10.458], [-2.299, -5.174, -12.241], [-1.439, -7.490, -12.280], [0.169, -8.240, -10.559], [0.929, -6.654, -8.802], [4.287, -6.299, -5.380], [5.015, -7.150, -4.630], [6.390, -7.147, -4.754], [7.138, -8.021, -3.978], [6.503, -8.889, -3.099], [5.119, -8.880, -2.992], [4.367, -8.002, -3.758], [6.865, -6.468, -5.450], [8.216, -8.025, -4.059], [7.088, -9.572, -2.498], [4.623, -9.559, -2.310], [3.287, -7.974, -3.683]],
  "lowdin_charge": [0.00, -0.12, -0.55, 1.06, -0.24, -0.41, -0.14, -0.13, -0.05, -0.52, 0.16, -0.06, 0.07, 0.05, 0.11, 0.04, 0.02, 0.01, 0.06, 0.07, 0.07, 0.06, 0.04, 0.11, 0.12, 0.10, 0.12, 0.03, -0.29, -0.02, -0.08, -0.09, -0.08, -0.02, 0.12, 0.11, 0.09, 0.11, 0.12, 0.04, -0.28, -0.02, -0.08, -0.09, -0.07, -0.01, 0.11, 0.11, 0.08, 0.09, 0.11, 0.05, -0.29, -0.01, -0.08, -0.08, -0.08, -0.02, 0.11, 0.09, 0.08, 0.10, 0.12, 0.04, -0.28, -0.02, -0.08, -0.10, -0.08, -0.01, 0.12, 0.10, 0.10, 0.11, 0.11, 0.05, -0.28, -0.02, -0.09, -0.09, -0.07, -0.04, 0.12, 0.10, 0.10, 0.10, 0.04, 0.06, -0.29, -0.02, -0.09, -0.10, -0.08, -0.02, 0.12, 0.10, 0.10, 0.10, 0.11, 0.05, -0.29, -0.02, -0.08, -0.10, -0.08, -0.02, 0.12, 0.10, 0.10, 0.11, 0.11, 0.05, -0.29, -0.02, -0.08, -0.10, -0.08, -0.02, 0.12, 0.10, 0.10, 0.11, 0.11],
  "fmax_ev_per_a": 3.14,
  "smiles": "C=C[C@]1(P(C)CC)CCC(=O)O1.Fc1ccccc1.Fc1ccccc1.Fc1ccccc1.Fc1ccccc1.Fc1ccccc1.Fc1ccccc1.Fc1ccccc1.Fc1ccccc1",
  "orbital_gap_ha": 0.309
}